The following is a DFT calculation (ωB97M-V/def2-TZVPD) of one molecule with the formula C5H12N4O at a distorted geometry.

LUMO level	0.7	eV
net charge	0
total energy	-13382.60709	eV
relative energy (zero: lowest compared OMol25 entry of this formula, charge and spin)	111.4	kcal/mol
HOMO energy	-8.5	eV
structure (SMILES)	CC(C)N1N=[N+]([O-])C[C@H]1N
maximum force	4.91	eV/A
gap between HOMO and LUMO	9.2	eV

Element x y z (Å)
H 2.92 -0.77 1.53
H -1.22 2.25 1.49
O -3.14 -1.35 0.13
C 1.35 -0.34 0.04
C -0.70 1.16 -0.34
H -0.13 1.54 -1.31
C -2.13 0.70 -0.55
H 0.05 2.84 0.73
N 0.00 0.13 0.38
H 1.19 -0.90 2.08
C 1.34 -1.08 -1.25
H 1.63 -2.22 1.13
H -2.68 1.52 0.02
H 0.87 -2.09 -1.35
H 2.43 -1.42 -1.52
N -1.05 -0.98 0.60
N -0.81 2.36 0.52
C 1.86 -1.13 1.26
H 1.02 -0.66 -2.16
H -2.51 0.55 -1.63
H 1.84 0.53 0.09
N -2.12 -0.64 0.08

***

The following is a DFT calculation (ωB97M-V/def2-TZVPD) of C5H9NO3 as an isolated structure at a distorted geometry.

LUMO level	0.5	eV
net charge	0
total energy	-12959.28151	eV
relative energy (zero: lowest compared OMol25 entry of this formula, charge and spin)	125.1	kcal/mol
HOMO energy	-9.2	eV
maximum force	9.34	eV/A
gap between HOMO and LUMO	9.7	eV

Element x y z (Å)
H 1.89 1.67 1.83
H -0.87 -0.69 2.02
O 1.51 1.70 0.94
C 0.18 -0.42 -0.89
H -1.58 1.06 -0.69
C -0.80 -1.31 -1.54
H -0.19 1.60 1.75
C -0.33 0.96 -0.38
N 0.82 -1.12 0.38
H 1.03 -0.12 -1.43
H 0.51 -2.22 0.38
H 1.12 -0.45 2.19
C 0.36 -0.35 1.55
O -0.99 -2.37 -1.22
H -0.09 1.52 -1.08
H -1.27 0.24 -2.31
C 0.25 1.07 1.06
O -1.54 -0.76 -2.56

***

The following is a DFT calculation (ωB97M-V/def2-TZVPD) of C26H41Br4N5O8Sr as an isolated structure at a distorted geometry.

LUMO level	-8.3	eV
net charge	+2
total energy	-332435.66136	eV
relative energy (zero: lowest compared OMol25 entry of this formula, charge and spin)	92.5	kcal/mol
HOMO energy	-13.4	eV
maximum force	4.41	eV/A
gap between HOMO and LUMO	5.1	eV

Element x y z (Å)
Br 3.83 0.98 -0.82
H -0.69 1.67 -5.48
O 1.77 8.18 1.61
H -2.04 2.66 -5.42
Br -1.75 -5.65 4.30
O 4.28 2.49 3.31
O -3.65 0.69 -4.17
H 2.42 -1.51 1.51
Br -3.03 -2.09 3.94
H -2.97 0.60 -6.24
H -3.10 -5.47 2.12
C 2.34 1.29 3.43
C 3.19 -5.44 -1.71
H -4.67 -1.10 1.27
H 3.75 0.41 2.00
C 1.13 1.00 4.10
O 3.46 -8.63 -0.19
H 2.92 2.75 -2.65
O 0.16 8.52 0.30
C 2.48 -4.25 -1.68
C 0.88 -1.06 2.89
H -3.81 3.61 -1.63
C 2.43 0.65 -3.28
C 3.00 -6.46 -0.77
H -0.56 -0.18 4.32
H -4.06 -5.09 3.67
C -1.61 1.79 -4.91
H 0.66 -4.91 1.08
C -0.29 5.67 0.54
H 0.85 1.76 4.81
C 2.79 0.31 2.50
H 0.17 -0.31 -0.06
C 0.38 -0.11 3.79
H -3.91 -0.58 2.67
O 2.61 3.23 4.74
H 1.84 -7.00 0.99
N 3.14 2.51 3.82
O -3.08 0.33 -0.47
C -3.20 -4.88 3.04
H 0.28 -1.92 2.63
H 4.28 1.86 -3.23
H 1.98 0.86 -4.25
H -4.68 3.31 -3.05
H -3.51 -3.16 1.80
C 1.34 -5.06 0.25
H -3.26 2.44 -2.71
H -1.16 6.28 0.39
C 1.98 4.15 0.83
H 3.82 -5.61 -2.57
H -2.07 -0.31 -5.28
N -4.05 2.95 -2.35
H 2.86 3.59 1.10
H -1.76 -3.46 2.29
H -5.18 0.28 2.01
H 1.78 0.24 -2.51
H -1.37 3.84 0.56
H 3.05 5.91 1.07
H -3.80 0.10 1.10
H -1.43 0.78 -1.43
C 3.33 1.74 -2.71
C -2.63 0.63 -5.21
H -1.43 1.27 0.39
C -0.38 4.28 0.59
H 2.42 -3.39 -2.33
H -1.09 -1.46 -0.75
C -0.86 -0.68 -0.03
H -4.59 2.20 -1.94
C 2.03 -6.25 0.23
O 4.78 -7.59 -1.59
C -2.80 -3.41 2.59
C 2.06 5.52 0.88
C -1.67 0.55 -0.39
Br 3.38 -1.00 -3.71
N 0.93 7.80 0.83
C 0.74 3.53 0.86
C 0.93 6.32 0.76
N -4.38 -0.30 1.82
N 3.87 -7.66 -0.83
H 0.65 2.45 0.94
H -1.31 1.99 -3.88
H 0.97 -3.19 -0.69
H -1.14 -0.94 0.99
Sr -4.59 -0.96 -2.25
C 1.54 -4.11 -0.68
C 2.06 -0.81 2.25

***

The following is a DFT calculation (ωB97M-V/def2-TZVPD) of one molecule with the formula C10H15O2P at a distorted geometry.

LUMO level	0.9	eV
net charge	0
total energy	-23995.13523	eV
relative energy (zero: lowest compared OMol25 entry of this formula, charge and spin)	98.3	kcal/mol
HOMO energy	-8.7	eV
structure (SMILES)	C[C@@H](O)P(c1ccccc1)[C@@H](C)O
maximum force	3.19	eV/A
gap between HOMO and LUMO	9.6	eV

Element x y z (Å)
H 3.50 1.19 0.48
H 1.12 1.28 1.32
C 0.83 -2.50 0.22
H -3.79 -0.64 -2.03
H 3.15 2.82 0.22
H 0.95 3.18 -0.75
O 0.64 2.75 0.12
H 2.94 -1.31 -1.36
H 3.15 1.57 -0.99
H -0.14 -2.28 0.83
C -1.60 0.31 1.04
H -0.94 0.56 1.84
C -3.05 0.19 1.21
H 1.44 -3.22 0.69
O 3.02 -1.34 -0.41
C -3.28 -0.39 -1.12
C -1.04 0.03 -0.18
C 1.69 -1.25 0.11
C 2.87 1.84 0.00
H -1.64 -0.50 -2.26
C 1.42 1.56 0.29
C -3.85 -0.16 0.15
H -4.90 -0.25 0.30
H 1.79 -0.79 1.05
H 0.49 -2.98 -0.76
P 0.68 0.21 -0.87
H -3.57 0.44 2.09
C -1.89 -0.33 -1.24

***

The following is a DFT calculation (ωB97M-V/def2-TZVPD) of an isolated ion of composition C26H20NO3 and charge -1 at a distorted geometry.

LUMO level	2.9	eV
net charge	-1
total energy	-34919.74882	eV
relative energy (zero: lowest compared OMol25 entry of this formula, charge and spin)	0.0	kcal/mol
HOMO energy	-3.9	eV
structure (SMILES)	COc1ccc([C@@H](C2=C([O-])c3ccccc3C2=O)[C@@](C)(C#N)c2ccccc2)cc1
maximum force	3.08	eV/A
gap between HOMO and LUMO	6.8	eV

Element x y z (Å)
H -0.24 -2.91 -4.21
C 2.63 -1.74 -1.64
C -2.00 4.98 1.21
H -4.35 2.53 -0.76
O -2.03 0.98 -1.40
C 0.68 0.21 -2.09
H 0.33 0.50 3.30
H 1.24 -4.75 0.29
C -1.52 3.79 0.67
C 0.75 -1.64 1.57
C -0.09 -0.35 1.32
H -0.28 -2.85 0.08
C 2.60 -2.73 2.68
C -1.60 1.77 -0.54
H 0.42 -0.67 -4.04
C -3.73 3.24 -0.20
H -1.31 5.65 1.72
H 1.11 -2.49 -5.33
H 3.38 -2.51 -1.49
N -2.30 -1.30 0.27
C 0.79 -3.14 -4.50
H -1.19 -0.43 3.17
C 0.53 -2.79 0.82
C 1.74 -1.64 2.56
C 1.78 -1.82 -2.77
O 1.70 -3.02 -3.38
C 1.40 -3.89 0.93
C -0.18 3.12 0.82
C -2.38 2.96 -0.06
C 2.45 -3.84 1.84
H -1.08 1.20 2.46
C -0.52 0.28 2.66
H 0.03 1.04 -2.31
H 3.15 -4.67 1.91
H 1.86 -0.76 3.21
O 0.82 3.53 1.42
C 1.20 0.01 -0.81
C -0.34 1.83 0.16
H -5.30 4.61 0.33
C -4.23 4.40 0.39
C 0.61 0.67 0.44
H 3.40 -2.69 3.42
C -3.37 5.28 1.07
H 2.95 -0.74 0.22
H 0.88 -4.19 -4.80
C -1.31 -0.79 0.64
C 0.94 -0.73 -3.08
H -3.77 6.20 1.51
H 1.45 1.12 1.00
C 2.34 -0.81 -0.68

***

The following is a DFT calculation (ωB97M-V/def2-TZVPD) of a 4-piece molecular cluster, C12H36ClN3O3 overall at a distorted geometry.

LUMO level (alpha / beta)	-8.4 / -14.4	eV
net charge	+3
total energy	-36132.75387	eV
HOMO energy (alpha / beta)	-18.0 / -18.0	eV
spin multiplicity	2
maximum force	3.19	eV/A
gap between HOMO and LUMO (alpha / beta)	9.6 / 3.6	eV

Element x y z (Å)
H -15.08 5.40 10.56
H -9.68 11.07 8.17
O -12.04 10.53 7.27
H -14.00 4.86 9.34
C -6.94 11.42 7.34
C -8.86 11.08 12.00
H -14.46 3.72 10.58
C -12.28 6.55 13.18
H -9.17 12.10 12.24
H -13.98 10.61 7.88
C -14.44 7.66 8.22
C -12.34 11.68 6.48
H -6.31 12.16 7.83
C -13.45 8.51 7.31
C -12.74 8.05 13.09
H -9.13 10.06 6.86
C -13.16 9.89 7.90
C -13.36 5.51 12.55
H -13.75 8.20 13.49
H -11.47 12.02 5.91
N -9.11 10.30 7.84
H -12.25 6.31 14.25
H -13.02 11.37 5.68
O -13.12 5.12 11.19
C -7.70 10.58 8.44
H -13.26 4.55 13.05
H -12.77 12.45 7.12
H -9.48 10.42 12.60
H -10.86 5.33 12.57
C -14.21 4.76 10.40
H -13.97 8.65 6.36
N -10.91 6.34 12.58
N -12.21 7.76 6.91
O -8.81 10.61 10.65
H -12.54 6.85 6.61
H -14.81 6.84 7.61
C -7.74 11.21 9.82
H -7.51 12.03 6.63
H -7.86 11.14 12.43
H -6.75 11.03 10.25
H -11.76 8.11 6.07
Cl -9.92 7.17 9.45
H -10.86 6.73 11.65
H -11.58 7.62 7.68
H -14.00 7.21 9.11
H -12.15 8.72 13.71
H -6.21 10.83 6.78
H -15.30 8.30 8.40
H -7.89 12.29 9.74
H -10.17 6.83 13.07
H -12.91 9.64 8.93
H -12.78 8.35 12.04
H -7.26 9.58 8.50
H -9.54 9.56 8.37
H -14.41 5.79 12.68

***

Please write out number 6 again, unchanged.
The following is a DFT calculation (ωB97M-V/def2-TZVPD) of a 4-piece molecular cluster, C12H36ClN3O3 overall at a distorted geometry.

LUMO level (alpha / beta)	-8.4 / -14.4	eV
net charge	+3
total energy	-36132.75387	eV
HOMO energy (alpha / beta)	-18.0 / -18.0	eV
spin multiplicity	2
maximum force	3.19	eV/A
gap between HOMO and LUMO (alpha / beta)	9.6 / 3.6	eV

Element x y z (Å)
H -15.08 5.40 10.56
H -9.68 11.07 8.17
O -12.04 10.53 7.27
H -14.00 4.86 9.34
C -6.94 11.42 7.34
C -8.86 11.08 12.00
H -14.46 3.72 10.58
C -12.28 6.55 13.18
H -9.17 12.10 12.24
H -13.98 10.61 7.88
C -14.44 7.66 8.22
C -12.34 11.68 6.48
H -6.31 12.16 7.83
C -13.45 8.51 7.31
C -12.74 8.05 13.09
H -9.13 10.06 6.86
C -13.16 9.89 7.90
C -13.36 5.51 12.55
H -13.75 8.20 13.49
H -11.47 12.02 5.91
N -9.11 10.30 7.84
H -12.25 6.31 14.25
H -13.02 11.37 5.68
O -13.12 5.12 11.19
C -7.70 10.58 8.44
H -13.26 4.55 13.05
H -12.77 12.45 7.12
H -9.48 10.42 12.60
H -10.86 5.33 12.57
C -14.21 4.76 10.40
H -13.97 8.65 6.36
N -10.91 6.34 12.58
N -12.21 7.76 6.91
O -8.81 10.61 10.65
H -12.54 6.85 6.61
H -14.81 6.84 7.61
C -7.74 11.21 9.82
H -7.51 12.03 6.63
H -7.86 11.14 12.43
H -6.75 11.03 10.25
H -11.76 8.11 6.07
Cl -9.92 7.17 9.45
H -10.86 6.73 11.65
H -11.58 7.62 7.68
H -14.00 7.21 9.11
H -12.15 8.72 13.71
H -6.21 10.83 6.78
H -15.30 8.30 8.40
H -7.89 12.29 9.74
H -10.17 6.83 13.07
H -12.91 9.64 8.93
H -12.78 8.35 12.04
H -7.26 9.58 8.50
H -9.54 9.56 8.37
H -14.41 5.79 12.68